--- A ---
14
Properties=species:S:1:pos:R:3:nbo_charge:R:1 method="wB97M-V/def2-TZVPD" multiplicity=1 homo_ha=-0.3379 smiles="CC(=O)[C@@H](C)S" total_charge=0 orbital_gap_ev=9.8
C 1.76 0.18 -0.75 -0.624
C 0.40 0.38 -0.20 -0.440
C -0.45 -0.90 -0.22 0.605
C -1.40 -0.78 0.98 -0.778
H 2.43 0.96 -0.27 0.217
H 1.66 0.48 -1.90 0.229
H 2.20 -0.77 -0.48 0.231
H 0.30 0.58 0.90 0.234
H -0.78 2.41 -0.10 0.131
H -1.05 -0.65 2.00 0.239
H -2.17 0.04 0.98 0.246
H -2.07 -1.65 1.08 0.234
O -0.22 -1.85 -0.88 -0.514
S -0.58 1.58 -1.14 -0.010



--- B ---
14
Properties=species:S:1:pos:R:3:nbo_charge:R:1 method="wB97M-V/def2-TZVPD" multiplicity=1 homo_ha=-0.3362 total_charge=0 orbital_gap_ev=9.8
C -1.92 -0.08 0.08 -0.098
C -1.67 -1.31 -0.66 0.297
C -1.83 1.37 -0.41 -0.666
C 2.17 -1.04 0.16 -0.734
O -0.73 -0.84 0.05 -0.421
S 2.25 0.53 1.09 -0.037
H -2.43 -0.25 1.04 0.183
H 3.31 1.03 0.55 0.112
H -2.60 1.39 -1.26 0.236
H -0.94 1.50 -1.01 0.229
H -1.71 2.09 0.38 0.239
H 1.64 -0.98 -0.75 0.213
H 1.47 -1.75 0.72 0.232
H 2.98 -1.66 0.02 0.216



Of them, B has the lowest stability.



--- A ---
19
Properties=species:S:1:pos:R:3:nbo_charge:R:1 method="wB97M-V/def2-TZVPD" multiplicity=1 homo_ha=-0.3488 smiles=CC[C@H]1CCCO1 total_charge=0 orbital_gap_ev=10.6
C -0.97 2.20 0.95 -0.608
C -0.20 1.43 -0.12 -0.414
C -0.58 -0.04 -0.20 0.088
C 0.11 -0.85 -1.34 -0.427
C 0.62 -2.02 -0.52 -0.492
C 1.25 -1.36 0.65 -0.079
O -0.17 -0.69 1.05 -0.581
H -2.04 2.23 0.73 0.199
H -0.84 1.73 1.93 0.220
H -0.62 3.24 1.01 0.207
H -0.34 1.89 -1.10 0.199
H 0.88 1.47 0.10 0.196
H -1.68 -0.10 -0.37 0.186
H -0.56 -1.19 -2.13 0.214
H 0.90 -0.24 -1.80 0.196
H 0.88 -2.99 -0.93 0.226
H -0.23 -2.13 0.19 0.278
H 1.70 -2.09 1.35 0.208
H 1.90 -0.49 0.55 0.182



--- B ---
19
Properties=species:S:1:pos:R:3:nbo_charge:R:1 method="wB97M-V/def2-TZVPD" multiplicity=1 homo_ha=-0.2903 total_charge=0 orbital_gap_ev=8.6
C -1.35 -0.75 -1.71 -0.723
C -1.13 0.74 -0.05 -0.273
C 0.28 0.51 0.31 -0.193
C 1.33 1.15 -0.57 -0.597
C 0.48 0.63 1.82 -0.394
C 0.70 -0.68 1.17 0.074
O -0.22 -1.68 1.48 -0.698
H -2.00 -1.43 -1.18 0.220
H -0.32 -1.11 -1.77 0.212
H -1.74 -0.55 -2.71 0.231
H -1.78 0.12 0.56 0.168
H -1.40 0.42 -1.30 0.237
H 1.35 0.68 -1.56 0.205
H 1.12 2.21 -0.70 0.223
H 2.34 1.04 -0.14 0.205
H -0.41 0.71 2.44 0.234
H 1.33 1.22 2.16 0.223
H 1.73 -1.02 1.05 0.177
H -0.33 -2.23 0.69 0.470



Of them, B has the lowest stability.



--- A ---
19
Properties=species:S:1:pos:R:3:nbo_charge:R:1 method="wB97M-V/def2-TZVPD" multiplicity=1 homo_ha=-0.3599 smiles="CCCCCC=O" total_charge=0 orbital_gap_ev=10.7
O 1.86 -1.24 -2.45 -0.506
C 1.11 -0.59 -1.77 0.459
C 0.87 -0.77 -0.25 -0.554
C -0.48 -1.08 0.39 -0.391
C -1.40 0.22 0.30 -0.380
C -0.81 1.50 0.84 -0.418
C -0.83 1.53 2.36 -0.631
H 0.45 0.17 -2.22 0.089
H 1.48 -1.69 -0.13 0.231
H 1.53 -0.12 0.34 0.238
H -0.37 -1.18 1.46 0.212
H -0.95 -1.91 -0.12 0.214
H -2.32 0.00 0.85 0.201
H -1.49 0.35 -0.78 0.190
H -1.42 2.33 0.48 0.207
H 0.13 1.66 0.29 0.205
H -0.92 2.58 2.70 0.215
H -1.57 0.93 2.90 0.212
H 0.12 1.29 2.84 0.209



--- B ---
19
Properties=species:S:1:pos:R:3:nbo_charge:R:1 method="wB97M-V/def2-TZVPD" multiplicity=1 homo_ha="-0.2763 / -0.2617" total_charge=0 orbital_gap_ev="8.2 / 7.3"
C -2.38 0.92 1.58 -0.601
C -1.11 0.04 1.60 -0.475
C -0.07 0.45 0.59 0.123
C 1.90 -1.84 -1.09 -0.339
C 1.90 -0.49 -1.37 -0.446
C 0.59 0.36 -1.64 -0.056
O -0.38 0.15 -0.68 -0.497
H -2.13 1.97 1.79 0.201
H -2.85 0.88 0.59 0.209
H -3.11 0.58 2.32 0.210
H -0.67 0.08 2.60 0.212
H -1.40 -1.00 1.41 0.212
H 0.45 1.39 0.77 0.150
H 1.46 -2.25 -0.19 0.179
H 2.20 -2.59 -1.80 0.176
H 2.61 -0.19 -2.18 0.220
H 1.94 0.05 -0.02 0.163
H 0.92 1.40 -1.68 0.168
H 0.14 0.09 -2.60 0.190



Of them, B has the lowest stability.



--- A ---
19
Properties=species:S:1:pos:R:3:nbo_charge:R:1 method="wB97M-V/def2-TZVPD" multiplicity=1 homo_ha=-0.3085 smiles="C=CC=C(C)C.O" total_charge=0 orbital_gap_ev=9.2
C 1.79 -0.02 -0.27 -0.658
C 0.50 0.70 0.02 0.052
C -0.31 0.31 0.99 -0.262
C -0.02 -0.81 1.90 -0.211
C -0.96 -1.61 2.40 -0.382
C 0.13 1.84 -0.90 -0.639
H 1.75 -1.10 -0.30 0.231
H 2.51 0.19 0.54 0.220
H 2.23 0.32 -1.21 0.217
H -1.27 0.79 1.14 0.200
H 1.00 -1.05 2.17 0.201
H -2.01 -1.46 2.17 0.187
H -0.70 -2.46 3.02 0.198
H 0.92 2.06 -1.61 0.216
H 0.00 2.72 -0.29 0.222
H -0.82 1.73 -1.43 0.209
H -1.87 -1.02 -3.45 0.468
H -1.64 -0.24 -2.14 0.469
O -1.22 -0.89 -2.74 -0.936



--- B ---
19
Properties=species:S:1:pos:R:3:nbo_charge:R:1 method="wB97M-V/def2-TZVPD" multiplicity=1 homo_ha=-0.3530 total_charge=0 orbital_gap_ev=10.6
C 1.75 -0.64 -0.96 -0.637
C 1.02 0.37 -0.11 0.110
O 0.63 1.63 -0.69 -0.539
C -0.49 1.65 0.22 -0.062
C -0.44 0.11 0.31 -0.089
C -0.65 -0.64 1.61 -0.612
C -1.24 -0.42 -0.88 -0.617
H 2.72 -0.26 -1.30 0.224
H 1.94 -1.52 -0.32 0.216
H 1.18 -0.98 -1.83 0.214
H 1.63 0.59 0.78 0.161
H -1.40 2.09 -0.21 0.181
H -0.22 2.17 1.14 0.170
H 0.00 -0.25 2.39 0.210
H -0.40 -1.70 1.46 0.212
H -1.69 -0.60 1.96 0.214
H -0.99 0.19 -1.75 0.226
H -2.32 -0.33 -0.69 0.211
H -1.02 -1.46 -1.12 0.207



Of them, A has the lowest stability.



--- A ---
13
Properties=species:S:1:pos:R:3:nbo_charge:R:1 method="wB97M-V/def2-TZVPD" multiplicity=1 homo_ha=-0.3099 total_charge=0 orbital_gap_ev=9.6
C 1.27 0.49 0.22 -0.411
C 0.70 -0.77 0.10 -0.076
C -0.32 0.84 0.54 -0.052
C -0.99 0.49 -0.85 -0.285
C -0.38 -0.57 -1.20 -0.210
H 1.74 0.59 1.24 0.233
H 1.53 0.81 -0.64 0.206
H 1.26 -1.75 0.01 0.197
H -1.40 -0.94 1.06 0.355
H -0.64 1.70 1.02 0.194
H -1.51 1.16 -1.53 0.222
H -0.11 -1.50 -1.99 0.241
N -0.36 -0.42 1.14 -0.613



--- B ---
13
Properties=species:S:1:pos:R:3:nbo_charge:R:1 method="wB97M-V/def2-TZVPD" multiplicity=1 homo_ha=-0.3429 smiles=C#C[C@]1(C)CN1 total_charge=0 orbital_gap_ev=10.4
C -0.16 1.35 -0.80 -0.591
C -0.14 0.03 -0.06 -0.012
C -0.92 -0.13 1.19 -0.235
N -1.41 -0.71 -0.05 -0.564
C 1.11 -0.72 -0.16 -0.026
C 2.16 -1.29 -0.27 -0.230
H 0.09 1.21 -1.86 0.219
H 0.57 2.04 -0.36 0.215
H -1.15 1.79 -0.73 0.223
H -0.52 -0.78 1.96 0.203
H -1.49 0.73 1.56 0.199
H -1.24 -1.71 -0.06 0.360
H 3.10 -1.79 -0.36 0.239



--- C ---
13
Properties=species:S:1:pos:R:3:nbo_charge:R:1 method="wB97M-V/def2-TZVPD" multiplicity=1 homo_ha=-0.3238 smiles="C=C=NCC=C" total_charge=0 orbital_gap_ev=9.9
N -1.80 0.96 -0.17 -0.423
C -0.90 1.30 -0.94 0.359
C 0.35 1.20 -1.35 -0.567
C 0.08 -0.76 0.06 -0.186
C -1.13 -0.12 0.68 -0.276
C 1.16 -0.94 0.80 -0.405
H 1.12 1.69 -0.77 0.241
H 0.64 0.65 -2.23 0.239
H -0.09 -1.33 -0.86 0.207
H -1.81 -0.95 0.90 0.216
H -0.85 0.36 1.62 0.204
H 1.36 -0.31 1.66 0.191
H 1.85 -1.75 0.59 0.202



--- D ---
13
Properties=species:S:1:pos:R:3:nbo_charge:R:1 method="wB97M-V/def2-TZVPD" multiplicity=1 homo_ha=-0.3032 smiles=Cn1cccc1 total_charge=0 orbital_gap_ev=9.3
C 1.51 0.08 1.03 -0.398
N 0.44 -0.05 0.10 -0.343
C -0.06 1.00 -0.60 -0.076
C -1.31 0.64 -1.06 -0.297
C -1.53 -0.71 -0.66 -0.311
C -0.41 -1.11 0.03 -0.056
H 1.37 0.94 1.70 0.205
H 2.39 0.17 0.41 0.204
H 1.54 -0.79 1.70 0.213
H 0.52 1.91 -0.74 0.210
H -1.99 1.29 -1.58 0.220
H -2.41 -1.31 -0.81 0.220
H -0.12 -2.07 0.44 0.207



Of them, A has the lowest stability.



--- A ---
13
Properties=species:S:1:pos:R:3:nbo_charge:R:1 method="wB97M-V/def2-TZVPD" multiplicity=1 homo_ha=-0.2852 total_charge=0 orbital_gap_ev=8.4
C -1.58 0.08 -0.21 0.139
C -1.10 -1.30 -0.18 -0.444
C -0.06 -0.77 0.91 -0.399
C -0.47 0.65 0.40 0.078
C 0.36 1.70 -0.21 -0.645
N -2.35 0.86 0.34 -0.311
H -1.88 -1.99 0.04 0.223
H -0.36 -1.38 -0.94 0.229
H -0.50 -1.06 1.86 0.230
H 1.02 -1.01 0.69 0.221
H 0.76 1.16 -1.17 0.201
H 1.25 2.04 0.35 0.222
H -0.25 2.60 -0.53 0.255



--- B ---
13
Properties=species:S:1:pos:R:3:nbo_charge:R:1 method="wB97M-V/def2-TZVPD" multiplicity=1 homo_ha=-0.2871 total_charge=0 orbital_gap_ev=8.0
C 1.14 0.90 0.71 -0.427
C -1.11 1.02 0.03 -0.158
C 1.00 0.32 -0.51 0.050
N 0.27 -0.88 -0.83 -0.438
C -0.45 -1.45 0.33 -0.262
C -1.10 -0.39 -0.47 -0.198
H 0.95 0.41 1.66 0.227
H 1.64 1.86 0.77 0.228
H -0.89 1.76 -0.74 0.122
H 1.39 0.82 -1.40 0.214
H -0.11 -1.23 1.34 0.198
H -0.75 -2.48 0.17 0.214
H -1.96 -0.65 -1.09 0.231



Of them, B has the lowest stability.